Molecular formula: C33H34F2N9O2S
Method: DFT, wB97M-V/def2-TZVPD

XYZ file:
```
81
Properties=species:S:1:pos:R:3
C 6.51688 -7.28909 0.24354
C 6.59992 -5.73047 -0.22551
N 7.55506 -5.01730 0.36337
C 5.56197 -5.09746 -1.32174
N 4.70007 -4.13118 -0.54601
C 5.09933 -2.74439 -0.34456
C 3.96195 -2.14372 0.53319
S 4.01905 -0.39371 1.10319
N 2.99871 -3.21120 0.73738
C 3.43958 -4.43689 0.07866
N 2.65842 -5.68890 0.16871
C 2.32130 -5.78570 1.62749
O 1.19614 -5.48595 2.07173
F 3.42901 -6.19220 2.45460
C 1.43277 -5.66489 -0.66657
O 1.18331 -6.69722 -1.34894
F 0.49480 -4.60167 -0.73594
H 5.44636 -7.61045 0.50893
H 7.17611 -7.42833 1.17599
H 6.94158 -7.89370 -0.65348
H 7.51548 -4.04223 0.01579
H 4.92886 -5.90598 -1.82734
H 6.14316 -4.55513 -2.16637
H 6.06628 -2.29630 -0.75054
H 4.70482 -0.38990 2.33471
H 2.15517 -3.02839 1.31696
N 2.90763 0.49478 -2.03511
C 1.66250 0.02071 -2.21699
C 0.60838 0.78359 -2.69131
C 0.84648 2.11716 -2.99404
C 2.12257 2.63381 -2.81398
C 3.11107 1.78839 -2.33761
H 1.52479 -1.02634 -1.96340
H -0.37449 0.34727 -2.82068
H 0.04446 2.74823 -3.36741
H 2.34371 3.66973 -3.03947
H 4.12494 2.14498 -2.18385
N -1.45525 3.62204 -4.63082
C -2.69968 3.14812 -4.81170
C -3.75427 3.91180 -5.28444
C -3.51570 5.24525 -5.58608
C -2.24005 5.76209 -5.40709
C -1.25168 4.91582 -4.93219
H -2.83699 2.10161 -4.55896
H -4.73720 3.47586 -5.41327
H -4.31636 5.87596 -5.95753
H -2.01902 6.79812 -5.63209
H -0.23747 5.27180 -4.77897
N -2.29699 4.42804 -0.73745
C -3.07828 4.44802 0.35600
C -4.35162 4.99293 0.38458
C -4.85078 5.55532 -0.78165
C -4.06500 5.55053 -1.92615
C -2.80552 4.97770 -1.85363
H -2.64274 3.99955 1.24331
H -4.93715 4.97854 1.29365
H -5.84326 5.99324 -0.79897
H -4.42318 5.98130 -2.85302
H -2.15442 4.94606 -2.72240
N 1.06091 -2.64950 3.28086
C 0.22841 -1.59514 3.34442
C -0.12259 -0.96122 4.52443
C 0.41104 -1.44201 5.71202
C 1.27178 -2.53050 5.67631
C 1.56457 -3.09350 4.44570
H -0.16517 -1.25837 2.39078
H -0.79624 -0.11351 4.51607
H 0.15874 -0.97280 6.65682
H 1.70530 -2.93133 6.58399
H 2.23474 -3.94376 4.36566
N -5.64120 2.88899 2.27498
C -4.95190 2.30391 3.26900
C -5.54307 1.62365 4.32129
C -6.92805 1.54347 4.35553
C -7.66552 2.14025 3.34286
C -6.98020 2.79457 2.33199
H -3.87247 2.39676 3.19971
H -4.93667 1.16849 5.09474
H -7.42807 1.02059 5.16376
H -8.74763 2.09748 3.33864
H -7.51224 3.27380 1.51592
```

Summary:
- HOMO energy: -10.57 eV
- Net charge: +1

---

Molecular formula: C33H34IN3PRuS
Method: DFT, wB97M-V/def2-TZVPD

XYZ file:
```
74
Properties=species:S:1:pos:R:3
Ru 0.03739 -1.03418 0.30200
C 3.14904 -1.51441 0.34766
N 1.95617 -1.44349 1.22760
C 2.25543 -0.47358 2.31450
C 1.73572 -2.78366 1.83588
C 0.39416 -2.77273 2.49070
C 0.14993 -3.37870 3.71314
C -1.12853 -3.37241 4.25183
C -2.17244 -2.75617 3.57602
C -1.94605 -2.12086 2.36371
C -0.65630 -2.12650 1.81426
H 4.02002 -1.76944 0.95550
H 3.31620 -0.55544 -0.13298
H 3.00831 -2.27291 -0.41598
H 3.14740 -0.80670 2.85142
H 1.41906 -0.41026 3.00614
H 2.44425 0.50590 1.89014
H 2.53926 -3.02501 2.53764
H 1.76559 -3.52052 1.02756
H 0.96035 -3.86290 4.24337
H -1.31058 -3.85152 5.20371
H -3.17025 -2.76785 3.99238
H -2.77542 -1.63858 1.87243
I -2.38217 -1.13704 -0.82777
C -3.28561 0.64891 -1.30089
C -4.59596 0.42577 -1.70149
C -5.42916 1.48878 -2.03952
C -4.92410 2.76328 -1.99008
C -3.59139 3.01043 -1.60009
C -3.15116 4.34970 -1.57499
C -1.87203 4.66416 -1.19431
C -1.00609 3.63468 -0.84517
C -1.38310 2.29242 -0.85416
P 0.02248 1.27335 -0.28577
C 0.22535 1.88913 1.39318
C 1.07847 2.91952 1.78762
C 1.10382 3.31209 3.11626
C 0.28746 2.68551 4.05366
C -0.56795 1.66584 3.66588
C -0.60051 1.27252 2.33499
C 1.37173 1.72833 -1.34312
C 1.10869 1.92156 -2.70704
C 2.14315 2.24195 -3.56622
C 3.44318 2.34026 -3.08130
C 3.71580 2.11857 -1.73446
C 2.68817 1.80242 -0.86562
C -2.70797 1.94225 -1.23211
H -4.98848 -0.58187 -1.74579
H -6.45423 1.30491 -2.32634
H -5.54982 3.60610 -2.25255
H -3.84525 5.12858 -1.86087
H -1.53716 5.69058 -1.16158
H 0.00256 3.90122 -0.55396
H 1.72029 3.41897 1.07372
H 1.75175 4.12185 3.42142
H 0.31158 3.00576 5.08542
H -1.21824 1.19350 4.38862
H -1.30998 0.50565 2.03162
H 0.09951 1.83311 -3.09159
H 1.93927 2.41948 -4.61259
H 4.24969 2.59523 -3.75507
H 4.72844 2.20224 -1.36541
H 2.90588 1.64854 0.18182
C 0.86722 -4.96676 -4.04987
N 0.98512 -3.61843 -3.48858
C 0.52823 -3.27182 -2.30095
N -0.09529 -4.17008 -1.54273
S 0.81107 -1.63582 -1.79990
H 1.33355 -4.96699 -5.02978
H -0.18111 -5.24429 -4.16525
H 1.38424 -5.69115 -3.41964
H 1.45810 -2.90766 -4.02867
H -0.25804 -5.11283 -1.86332
H -0.46869 -3.91049 -0.64431
```

Summary:
- HOMO energy (spin up / spin down): -15.84 / -15.84 eV
- Net charge: +3

---

Molecular formula: C33H34NO2
Method: DFT, wB97M-V/def2-TZVPD

XYZ file:
```
70
Properties=species:S:1:pos:R:3
C -5.19459 3.18819 2.77532
O -4.42244 2.13098 3.40118
C -3.10066 2.02904 3.09271
C -2.41552 0.88737 3.58226
C -1.16828 0.57299 3.09927
C -0.50556 1.40400 2.15501
C 0.77394 1.01496 1.62214
C 1.34698 1.54845 0.45735
N 2.68469 1.53948 0.24604
C 3.65121 1.20883 1.28579
C 5.02310 1.16699 0.59487
C 4.77946 1.38335 -0.90393
C 3.28723 1.72384 -1.06806
C 0.46278 2.05192 -0.63094
C -0.69004 1.31431 -0.93160
C -1.55722 1.68791 -1.95288
C -1.27986 2.84641 -2.69182
C -0.16138 3.62171 -2.37684
C 0.70404 3.23881 -1.34751
C -1.13818 2.63563 1.83332
C -2.41037 2.94827 2.26806
H -6.22750 2.95242 3.03655
H -4.91127 4.16886 3.18868
H -5.06448 3.18714 1.68100
H -2.94144 0.25023 4.29113
H -0.68938 -0.35269 3.41702
H 1.39978 0.40240 2.27039
H 3.65169 1.96335 2.08775
H 3.41359 0.24430 1.75295
H 5.66142 1.95696 1.00007
H 5.51691 0.20957 0.77800
H 5.39209 2.19937 -1.29934
H 5.01405 0.47783 -1.47393
H 2.80910 1.09339 -1.83744
H 3.18671 2.76471 -1.40913
H -0.87478 0.42139 -0.33026
H -2.43815 1.07919 -2.16820
H -1.95100 3.13702 -3.50090
H 0.04982 4.53766 -2.93520
H 1.55272 3.87471 -1.08032
H -0.60957 3.35482 1.20960
H -2.88726 3.88049 1.95154
C 3.65129 -4.16890 -3.74447
O 2.51600 -3.41691 -4.22580
C 1.57708 -3.03373 -3.32162
C 0.44902 -2.34497 -3.83825
C -0.53306 -1.91148 -2.99004
C -0.45240 -2.13627 -1.58216
C -1.50387 -1.69209 -0.73630
C -1.93494 -2.31617 0.46092
C -2.95323 -1.66446 1.21552
C -3.44549 -2.23352 2.37924
C -2.92940 -3.45471 2.84196
C -1.93410 -4.11631 2.11098
C -1.46613 -3.58393 0.91635
C 0.71120 -2.78264 -1.07847
C 1.69684 -3.25088 -1.92424
H 4.24955 -4.33542 -4.64064
H 4.22446 -3.59547 -3.00194
H 3.33192 -5.12806 -3.31212
H 0.39882 -2.18809 -4.91552
H -1.41192 -1.40176 -3.38831
H -2.19253 -0.95702 -1.16834
H -3.33331 -0.70295 0.86068
H -4.23316 -1.72280 2.93496
H -3.31452 -3.89319 3.76346
H -1.52726 -5.06575 2.46370
H -0.75618 -4.14241 0.30775
H 0.82958 -2.92137 -0.00296
H 2.56342 -3.78530 -1.52406
```

Summary:
- HOMO energy: -8.72 eV
- Net charge: +1